[1]
Here is a 5-piece molecular cluster, C37H57ClF12N2O12P overall at a distorted geometry from the OMol25 dataset. Energies are from ωB97M-V with the def2-TZVPD basis set.

Summary:
- LUMO: -3.1 eV
- Total charge: +1
- Spin multiplicity: 1

Last column: Löwdin charge in e.
Cartesian coordinates (Å):
C -0.8160 -1.4448 0.0693  -0.12
C -0.5930 -1.5703 -1.5465  -0.22
C 0.3972 -0.3485 -1.9734  -0.22
C 0.0177 0.3294 -3.3825  -0.10
C -0.5887 1.8215 -3.2452  -0.07
N -0.0316 2.9388 -2.4840  -0.13
P 1.4885 2.8914 -1.5670  1.02
C 2.7997 4.0655 -2.2594  -0.41
C 4.3165 3.4741 -2.1229  -0.15
C 1.2235 3.0905 0.2924  -0.36
C 2.7119 3.0914 0.9650  -0.17
C -0.9446 4.0749 -2.6124  -0.16
O -0.7670 5.3457 -1.9825  -0.07
C -0.0884 6.1660 -3.0064  -0.19
C -0.3860 7.7469 -2.8329  -0.20
C -1.9910 7.9816 -2.7558  -0.11
C -2.1023 3.6288 -3.5237  -0.03
C -3.2884 4.6273 -3.8955  -0.07
C -4.7691 4.0105 -3.7390  -0.17
O -5.6117 4.7918 -2.8302  -0.06
C -6.2942 3.8434 -1.9984  -0.37
O -5.7181 3.3197 -1.0067  0.07
C -7.8431 3.3999 -2.2210  -0.13
C -8.8006 4.1309 -1.1432  -0.10
N -1.8246 2.2474 -3.8970  0.01
C -2.7311 1.4990 -4.8026  -0.09
C -3.4976 0.2685 -4.1187  -0.64
O -4.2493 0.3740 -3.1309  0.03
Cl -3.2736 -1.3991 -4.8954  0.63
H -1.4916 -0.5345 0.2310  0.08
H 0.2030 -1.1820 0.5492  0.07
H -1.3062 -2.3693 0.5234  0.08
H -1.6066 -1.5364 -2.0727  0.09
H -0.0234 -2.5578 -1.7031  0.11
H 0.3821 0.3802 -1.0803  0.06
H 1.4959 -0.6962 -2.0589  0.12
H -0.7483 -0.3437 -3.9223  0.09
H 0.9335 0.4243 -4.0865  0.13
H 2.7100 5.1350 -1.8493  0.08
H 2.6282 4.1593 -3.4038  0.09
H 4.6196 3.5228 -1.0210  0.06
H 4.4191 2.4225 -2.5567  0.08
H 5.0029 4.1797 -2.7077  0.08
H 0.6678 4.0466 0.6043  0.09
H 0.6685 2.1798 0.7461  0.09
H 2.6612 2.9342 2.0934  0.09
H 3.3223 2.2540 0.4477  0.05
H 3.2843 4.0634 0.7414  0.08
H -0.4471 5.8038 -4.0468  0.14
H 1.0553 6.0500 -2.9835  0.10
H 0.1787 8.1862 -1.9356  0.12
H 0.0566 8.2459 -3.7811  0.12
H -2.4150 7.5902 -3.7607  0.08
H -2.4448 7.3453 -1.9238  0.08
H -2.1740 9.1086 -2.6308  0.09
H -3.2388 5.5730 -3.2348  0.11
H -3.1078 4.9633 -4.9879  0.13
H -4.6507 2.9182 -3.4193  0.11
H -5.2632 4.0509 -4.7868  0.14
H -8.1798 3.5290 -3.3118  0.12
H -7.8576 2.2759 -1.9566  0.12
H -9.1670 3.3820 -0.3536  0.09
H -9.7156 4.6459 -1.5984  0.08
H -8.1331 4.8995 -0.5905  0.09
H -2.1119 1.0903 -5.6905  0.14
H -3.5400 2.1656 -5.2881  0.15
C 2.8346 -3.4923 4.3230  -0.06
C 3.5453 -3.4460 2.9838  -0.18
O 3.3782 -2.1641 2.3518  0.02
C 4.1242 -1.1589 2.8523  -0.36
O 4.8962 -1.2776 3.7703  0.16
C 3.8786 0.1323 2.0785  -0.50
F 2.5600 0.4033 1.9259  0.13
F 4.4042 0.0839 0.8338  0.15
F 4.4199 1.2105 2.6767  0.15
H 1.7833 -3.2319 4.2046  0.07
H 2.9092 -4.4856 4.7657  0.09
H 3.2608 -2.7720 5.0261  0.08
H 3.1031 -4.1871 2.3132  0.13
H 4.6073 -3.6914 3.0774  0.13
C -5.4880 -4.3080 -4.3887  -0.08
C -5.6788 -5.7633 -4.0056  -0.20
O -5.8156 -6.5916 -5.1713  0.03
C -4.6753 -6.8516 -5.8441  -0.36
O -3.5893 -6.4354 -5.5241  0.16
C -4.9463 -7.7629 -7.0372  -0.51
F -5.9812 -7.3327 -7.7901  0.16
F -5.2498 -9.0199 -6.6497  0.16
F -3.8893 -7.8621 -7.8647  0.16
H -6.3050 -3.9720 -5.0326  0.09
H -5.4507 -3.6755 -3.5001  0.08
H -4.5625 -4.1619 -4.9513  0.05
H -6.6040 -5.8693 -3.4339  0.13
H -4.8658 -6.1268 -3.3703  0.13
C -0.2282 -7.5184 8.2602  -0.06
C -0.7984 -6.1129 8.2323  -0.20
O -0.4375 -5.4307 7.0187  0.02
C -1.1185 -5.7963 5.9133  -0.37
O -1.9823 -6.6366 5.8951  0.17
C -0.6669 -4.9808 4.7058  -0.50
F 0.6790 -4.9475 4.5764  0.11
F -1.0746 -3.6949 4.7840  0.16
F -1.1472 -5.4610 3.5433  0.16
H 0.8549 -7.4940 8.1143  0.08
H -0.4494 -8.0064 9.2106  0.09
H -0.6412 -8.1326 7.4563  0.08
H -0.3747 -5.5335 9.0562  0.13
H -1.8843 -6.1115 8.3640  0.13
C 7.6619 -0.2248 4.7143  -0.07
C 9.0604 0.3628 4.7399  -0.20
O 9.5461 0.4867 6.0867  0.02
C 9.9489 -0.6593 6.6744  -0.37
O 9.9203 -1.7407 6.1420  0.16
C 10.4699 -0.3911 8.0829  -0.51
F 9.6237 0.3700 8.8099  0.15
F 11.6528 0.2602 8.0652  0.16
F 10.6658 -1.5210 8.7876  0.16
H 6.9869 0.3682 5.3367  0.09
H 7.2734 -0.2549 3.6957  0.07
H 7.6487 -1.2413 5.1149  0.08
H 9.0373 1.3716 4.3200  0.13
H 9.7585 -0.2214 4.1331  0.13

Atomic forces in eV per Å
C 0.108 0.759 -0.947
C 1.074 0.094 1.367
C -0.003 -0.345 0.391
C -0.102 1.046 -0.173
C -1.000 1.211 -0.168
N -3.822 0.381 -2.148
P 1.964 -2.333 0.426
C 0.215 1.153 -1.161
C -0.550 0.718 0.384
C 0.004 0.950 1.364
C 0.191 0.059 -1.180
C -3.124 -2.089 -1.938
O 0.528 -2.899 -2.631
C 0.862 1.931 -1.200
C -0.537 -0.816 -0.252
C 1.143 -0.142 -0.665
C 3.363 1.639 3.203
C 0.165 -0.304 -0.375
C 0.641 -0.155 -1.466
O -0.211 -2.542 0.171
C 0.303 -2.079 3.662
O -1.677 2.366 -4.110
C 0.414 -0.203 -0.186
C 0.647 0.351 0.490
N 2.044 2.205 2.718
C 0.356 -1.430 -1.694
C -2.473 0.176 3.307
O 3.402 -0.217 -4.278
Cl -0.025 1.928 0.576
H 0.816 -1.293 -0.025
H -1.654 -0.769 -0.582
H 0.838 1.297 -0.593
H 1.513 -0.165 0.556
H -1.219 1.413 -0.196
H -0.013 -0.816 -1.749
H -1.865 0.413 0.227
H 1.072 1.286 0.792
H -1.454 -0.146 1.269
H 0.381 -1.561 -0.454
H -0.090 -0.254 1.853
H -0.251 -0.343 -1.703
H -0.303 1.468 0.772
H -1.001 -1.004 0.828
H 0.739 -1.423 -0.475
H 0.758 1.432 -1.192
H -0.044 0.203 -1.747
H -0.996 1.323 1.133
H -1.073 -1.308 0.421
H 0.484 0.767 1.674
H -1.719 -0.241 0.208
H -0.957 -0.794 -1.197
H -0.786 -0.807 1.547
H 0.501 0.927 1.606
H 0.622 1.173 -0.981
H -0.072 -1.881 -0.149
H 0.267 -1.759 -0.930
H -0.418 -0.466 1.697
H -0.505 1.574 -0.147
H 0.664 -0.174 1.716
H 0.523 -0.006 1.704
H 0.255 1.836 -0.656
H 0.610 1.107 -1.295
H 1.508 -0.733 0.526
H -1.463 -1.093 -0.817
H -0.979 0.578 1.550
H 1.412 -0.798 1.189
C 0.232 0.690 0.141
C 0.009 -0.815 0.528
O 0.406 1.254 -0.216
C 0.169 -2.047 0.889
O -0.556 0.726 -0.921
C -0.277 1.656 -0.753
F 0.365 -0.637 0.286
F -0.068 -0.396 0.469
F -0.059 -0.907 0.084
H 0.276 -0.015 -0.093
H 0.040 0.089 -0.120
H 0.134 -0.153 -0.096
H 0.000 0.381 -0.151
H -0.079 0.288 -0.005
C 0.148 0.082 -0.355
C 0.012 0.495 0.545
O 0.535 -0.571 -0.758
C 0.162 1.081 1.629
O -0.708 -0.604 -0.671
C -0.303 -1.227 -1.749
F 0.353 0.178 0.577
F 0.157 0.625 0.307
F -0.283 0.376 0.763
H -0.042 -0.030 0.170
H -0.055 -0.077 -0.009
H -0.037 -0.094 0.164
H 0.032 -0.226 -0.323
H 0.019 -0.020 -0.281
C 0.072 -0.162 -0.393
C -0.093 -0.487 0.732
O -0.241 0.278 -1.182
C -0.531 -0.966 1.843
O 0.664 0.878 -0.590
C 0.433 0.793 -1.630
F -1.036 -0.658 0.439
F 0.009 -0.502 0.345
F 0.030 -0.083 0.846
H -0.062 0.061 0.170
H 0.021 0.103 -0.025
H -0.077 0.079 0.158
H 0.045 0.167 -0.372
H 0.114 -0.011 -0.273
C 0.016 -0.188 0.310
C -0.401 -0.077 -0.649
O 0.549 -0.466 0.838
C -0.640 -0.161 -1.889
O 0.267 0.724 0.898
C 0.639 0.228 1.982
F 0.063 -0.264 -0.618
F -0.455 -0.226 -0.456
F -0.251 0.330 -0.789
H 0.034 0.064 -0.178
H 0.058 0.068 0.080
H 0.058 0.083 -0.165
H 0.164 -0.019 0.370
H -0.027 -0.065 0.278

=====

[2]
Here is C37H58Al2BBr2F6KN3O15 as an isolated structure at a distorted geometry from the OMol25 dataset. Energies are from ωB97M-V with the def2-TZVPD basis set.

Summary:
- LUMO: -7.6 eV
- Total charge: +1
- Spin multiplicity: 1

Last column: Löwdin charge in e.
Cartesian coordinates (Å):
C -4.2801 -3.2409 0.6510  -0.04
C -3.7071 -1.9387 1.2221  -0.22
O -4.6405 -0.8986 0.9169  -0.19
C -4.2173 0.3638 1.3802  -0.17
C -4.7153 1.5375 0.5115  -0.19
C -3.3959 2.1843 -0.0508  -0.11
C -2.6248 3.1753 0.8206  -0.18
C -2.1987 2.7397 2.2365  -0.17
C -0.8775 1.9198 2.3689  -0.17
C -0.4180 1.1138 1.1526  -0.22
C 1.0557 0.6439 1.3453  -0.15
C 1.3743 -0.3318 0.1804  -0.15
C 2.8339 -0.3041 -0.2520  -0.16
O 3.3913 1.0150 -0.3823  0.09
C 2.9107 1.7561 -1.3173  -0.48
C 2.8493 3.2159 -0.9858  0.07
O 2.5411 1.3739 -2.4516  -0.10
C -5.2815 2.7226 1.3711  -0.42
O -5.4284 2.8341 2.5439  0.18
O -5.5608 3.6650 0.3838  0.02
C -6.3988 2.8961 -0.5207  -0.26
C -6.5644 3.5202 -1.9054  -0.13
C -5.2610 3.9702 -2.5805  -0.14
C -4.6398 5.1729 -1.9212  -0.03
F -3.6148 5.7735 -2.8579  -0.30
C -7.8520 3.2262 0.1002  -0.13
N -7.9186 4.5884 0.6383  -0.09
C -8.2475 4.6217 2.0697  -0.09
C -5.9376 1.3665 -0.4014  -0.23
O -5.7603 1.0169 -1.8090  0.05
C -4.6710 0.3905 -2.1031  -0.31
N -3.6327 -0.1210 -2.2842  0.21
C -7.1199 0.4505 -0.0076  -0.39
Br -7.4088 0.2447 1.9636  0.89
C -7.0930 -0.9955 -0.5983  -0.23
C -7.9823 -1.0925 -1.8713  -0.05
H -3.4559 -3.8639 0.3056  0.08
H -4.8750 -3.7800 1.3854  0.08
H -4.9174 -3.0283 -0.2055  0.07
H -2.7818 -1.7104 0.6810  0.11
H -3.5652 -2.0328 2.3017  0.13
H -3.1359 0.3445 1.5150  0.10
H -4.6343 0.5093 2.3916  0.11
H -3.6252 2.6726 -1.0044  0.09
H -2.7312 1.3676 -0.3289  0.10
H -1.7000 3.4165 0.2812  0.11
H -3.1210 4.1466 0.9209  0.11
H -2.9856 2.2285 2.7890  0.09
H -2.0355 3.6629 2.7978  0.12
H -1.0403 1.2027 3.1778  0.12
H -0.0625 2.5659 2.7011  0.12
H -0.9892 0.1915 0.9952  0.10
H -0.4395 1.6537 0.1990  0.10
H 1.1589 0.1471 2.3059  0.13
H 1.6659 1.5399 1.2391  0.10
H 1.0328 -1.3325 0.4384  0.14
H 0.7617 -0.0041 -0.6807  0.09
H 2.8895 -0.8276 -1.2458  -0.06
H 3.4223 -0.9416 0.4277  0.15
H 2.1061 3.3202 -0.1953  0.10
H 2.6284 3.8032 -1.8702  0.10
H 3.8437 3.4964 -0.6315  0.12
H -7.1408 4.4465 -1.7187  0.05
H -7.2121 2.9427 -2.5523  0.12
H -4.5703 3.1330 -2.6963  0.11
H -5.5210 4.2597 -3.6101  0.13
H -4.0541 4.8297 -1.0712  0.10
H -5.3347 5.9459 -1.6113  0.14
H -8.1122 2.5551 0.9191  0.07
H -8.5715 3.1414 -0.7187  0.14
H -8.6755 5.0570 0.1600  0.10
H -7.3406 4.5876 2.6715  0.07
H -8.9948 3.8849 2.3807  0.08
H -8.6854 5.6029 2.2717  0.09
H -8.0592 0.8325 -0.4056  0.11
H -6.0983 -1.3756 -0.7988  0.07
H -7.5432 -1.6610 0.1377  0.10
H -8.9768 -1.4335 -1.6149  0.04
H -7.5260 -1.7785 -2.5838  0.09
H -8.1054 -0.1194 -2.3539  0.08
B 5.7749 -1.1880 2.2730  -1.24
F 6.3013 -2.1985 3.0642  0.12
F 6.3973 0.0280 2.5678  0.10
F 5.9603 -1.4967 0.8947  0.05
F 4.3723 -1.0737 2.5204  0.05
Al -1.9117 5.6108 -3.5764  0.93
Br -9.3715 0.4946 3.6300  0.29
C -11.2269 -1.4458 -0.0352  -0.89
O -10.5161 -2.4871 -0.1004  0.17
O -10.8593 -0.3679 -0.5600  0.13
O -12.3286 -1.3766 0.5553  0.17
Al 2.3986 -0.4921 -2.9713  0.93
C 9.0723 -1.5649 -1.0477  -0.06
C 8.4538 -2.7322 -0.6223  -0.05
C 8.9459 -3.9629 -1.0282  0.01
C 10.0554 -4.0060 -1.8549  -0.15
C 10.6774 -2.8503 -2.2923  -0.01
C 10.1800 -1.6235 -1.8845  -0.07
N 10.5938 -5.3077 -2.2694  -0.36
O 10.0165 -6.3058 -1.8864  0.07
O 11.5868 -5.3133 -2.9675  0.07
H 8.6889 -0.6061 -0.7224  0.11
H 7.5920 -2.6796 0.0289  0.09
H 8.4643 -4.8707 -0.6960  0.12
H 11.5405 -2.8943 -2.9402  0.12
H 10.6587 -0.7118 -2.2159  0.10
O -8.5750 4.2371 -3.6631  -0.73
H -8.2077 3.6588 -4.3293  -0.06
C 13.9370 -7.4370 0.3402  -0.06
C 12.9395 -6.2981 0.3535  -0.21
O 13.0638 -5.4970 1.5392  0.04
C 14.1183 -4.6883 1.5802  -0.61
O 14.9524 -4.5605 0.7235  0.12
O 14.1005 -4.0461 2.7501  0.01
C 15.2361 -3.2096 2.9702  -0.04
H 13.8407 -8.0379 1.2459  0.08
H 13.7755 -8.0744 -0.5291  0.08
H 14.9606 -7.0666 0.3071  0.07
H 11.9301 -6.7058 0.3668  0.12
H 13.0272 -5.6748 -0.5373  0.11
H 15.3650 -2.4991 2.1563  0.09
H 16.1323 -3.8173 3.0882  0.10
H 15.0569 -2.6625 3.8917  0.09
F -11.4815 -4.3068 -0.0676  -0.23
K -8.0880 5.9332 -3.1024  0.89

Atomic forces in eV per Å
C 0.215 0.248 0.203
C -0.634 -0.625 -0.837
O -0.034 0.421 -0.148
C -1.069 -0.530 1.179
C 1.186 -0.178 1.617
C -0.264 -0.183 -1.387
C 0.354 0.136 0.529
C 0.584 0.128 0.234
C -0.719 -0.268 -0.336
C 0.974 -0.549 0.381
C -1.128 -0.072 -1.192
C -0.067 1.448 -0.030
C -0.037 -2.128 0.422
O -0.734 -0.513 0.450
C 0.281 1.905 -0.349
C 0.630 -0.520 -0.258
O -0.086 -1.035 0.498
C 0.469 -0.357 -0.696
O 0.257 0.376 -0.717
O 0.192 -0.656 0.396
C -2.574 0.997 1.131
C 1.371 1.100 1.153
C -0.362 0.120 -1.488
C -0.185 -1.895 1.232
F -0.717 0.297 0.149
C 0.216 -0.189 -0.064
N -0.510 -0.374 -0.444
C 0.128 1.056 0.018
C -0.565 2.010 -0.197
O 0.807 -0.465 -0.138
C 2.002 -1.045 0.098
N -1.952 0.905 0.050
C -0.546 -1.552 -1.240
Br 0.015 -0.340 1.199
C -0.672 -0.113 -0.276
C 0.327 0.384 0.272
H -0.120 -0.180 0.108
H 0.035 -0.045 -0.020
H 0.109 0.018 -0.049
H 0.152 0.105 0.378
H 0.237 0.223 -0.029
H 0.022 0.342 -0.343
H 0.193 0.034 -0.029
H 0.078 0.054 0.121
H -0.083 -0.032 0.062
H -0.087 -0.072 -0.108
H -0.356 -0.220 -0.087
H -0.151 0.033 -0.246
H -0.097 -0.043 0.027
H 0.211 0.070 0.067
H -0.019 0.069 -0.138
H -0.343 0.224 0.099
H -0.178 0.201 0.133
H 0.410 0.207 0.080
H 0.318 -0.173 0.566
H 0.398 -0.165 -0.132
H -0.066 -0.122 0.085
H 0.626 -0.052 1.111
H 0.518 0.818 -0.129
H 0.127 0.269 0.063
H -0.225 -0.047 0.022
H -0.182 0.112 0.345
H 0.425 -0.840 0.214
H 0.138 -0.175 -0.038
H 0.187 0.177 0.167
H -0.110 -0.041 0.078
H 0.182 0.550 0.038
H 0.249 0.391 -0.406
H -0.017 -0.130 -0.249
H -0.110 -0.419 0.196
H -0.061 -0.005 -0.005
H -0.062 -0.416 0.038
H 0.212 -0.185 -0.030
H 0.007 -0.065 0.036
H 0.019 0.427 0.350
H 0.121 0.348 0.215
H 0.201 -0.075 0.020
H -0.011 -0.101 -0.097
H -0.057 -0.017 0.008
H 0.106 -0.079 -0.112
B 0.282 -0.015 0.496
F -0.071 -0.107 -0.147
F -0.146 0.129 -0.219
F -0.308 0.106 -0.197
F -0.269 0.095 -0.395
Al 0.609 -0.024 -0.293
Br 0.605 0.086 -1.203
C -2.982 1.854 0.680
O 0.569 -2.109 -0.502
O 1.521 -0.516 -0.128
O 0.342 -0.939 0.089
Al -0.451 -0.010 -1.506
C 0.027 0.035 -0.061
C -0.023 -0.008 0.005
C -0.128 -0.072 0.084
C -0.121 0.252 0.113
C 0.229 0.146 -0.159
C -0.144 -0.030 0.087
N -0.054 -0.040 0.001
O -0.014 -0.047 0.028
O 0.094 -0.002 -0.058
H -0.015 -0.029 0.052
H 0.026 0.025 0.028
H 0.120 -0.075 -0.050
H 0.000 -0.163 0.024
H 0.036 -0.024 -0.009
O -1.385 -6.759 -2.593
H -0.547 -0.720 -0.372
C 0.266 0.040 0.156
C -0.020 -0.375 -0.368
O -0.173 0.044 0.015
C -0.093 -0.141 0.088
O 0.076 0.096 -0.105
O 0.006 0.065 0.036
C 0.137 0.182 0.145
H -0.127 -0.051 -0.052
H -0.069 0.010 0.011
H -0.030 0.056 -0.100
H -0.062 0.179 0.221
H 0.165 0.095 0.091
H 0.038 -0.100 -0.072
H 0.025 0.026 -0.127
H -0.168 -0.109 0.020
F 0.783 1.963 0.176
K 1.337 8.064 2.277